1.
Below is a structure of composition C17H16Cl2IrN6S2, with properties calculated with ωB97M-V/def2-TZVPD.

Its multiplicity is 5. The calculation puts the molecular weight at 631.6 g/mol. Its HOMO energy (alpha / beta) is -15.796 / -17.033 eV. The total charge is +3.

Element x y z (Å)
Ir1 -0.30 -0.69 0.39
N1 2.31 -0.28 -1.73
C1 2.26 -1.42 -1.03
N2 1.24 -1.78 -0.13
C2 1.21 -3.17 0.09
C3 2.20 -3.91 -0.53
S1 3.28 -2.89 -1.42
C4 -0.02 -3.60 0.73
C5 -0.61 -4.85 0.77
S2 -2.18 -4.77 1.43
C6 -2.10 -3.01 1.38
N3 -0.91 -2.56 0.96
N4 -3.13 -2.18 1.70
H1 1.75 0.50 -1.46
H2 3.01 -0.17 -2.46
H3 2.38 -4.96 -0.41
H4 -0.17 -5.81 0.58
H5 -4.14 -2.46 1.86
H6 -2.84 -1.22 1.88
C7 -3.53 2.02 0.08
C8 -3.01 3.21 0.67
C9 -1.71 3.23 1.08
C10 -0.94 2.07 1.05
N5 -1.41 0.91 0.50
C11 -2.71 0.90 0.03
C12 0.44 2.08 1.48
C13 1.17 3.13 2.10
C14 2.48 2.90 2.57
C15 3.00 1.63 2.38
C16 2.27 0.63 1.68
N6 1.08 0.88 1.15
H7 -4.59 1.93 -0.24
H8 -3.66 4.15 0.73
H9 -1.28 4.08 1.51
H10 -3.05 -0.08 -0.29
H11 0.68 4.12 2.12
H12 2.92 3.76 3.08
H13 3.95 1.32 2.86
H14 2.67 -0.41 1.61
Cl1 -0.01 -0.12 -6.53
C17 0.40 1.46 -5.83
Cl2 0.74 1.40 -4.09
H15 -0.42 2.16 -5.98
H16 1.29 1.87 -6.32

***

2.
Below is a cluster of 4 separate species, C48H108FP3 in total, with properties calculated with ωB97M-V/def2-TZVPD.

The calculation puts the molecular weight at 797.3 g/mol. Its HOMO energy is -14.066 eV. The total charge is +2.

Element x y z (Å)
F1 -0.16 0.04 0.37
C1 -2.63 1.51 -2.57
C2 -2.28 2.98 -2.74
C3 -0.78 3.27 -2.79
C4 0.05 2.68 -1.64
P1 -0.10 3.46 -0.02
C5 -1.60 3.01 0.85
C6 -2.27 4.16 1.60
C7 -3.65 3.86 2.14
C8 -4.40 5.13 2.48
C9 1.37 3.04 0.89
C10 1.56 3.68 2.25
C11 2.91 3.26 2.83
C12 3.05 3.46 4.35
C13 -0.08 5.25 -0.35
C14 1.18 5.73 -1.05
C15 1.22 7.22 -1.25
C16 1.54 7.99 0.04
H1 -2.20 0.95 -3.41
H2 -3.70 1.31 -2.52
H3 -2.18 1.10 -1.66
H4 -2.86 3.58 -2.03
H5 -2.71 3.30 -3.70
H6 -0.70 4.36 -2.84
H7 -0.39 2.87 -3.72
H8 1.10 2.87 -1.89
H9 -0.06 1.60 -1.54
H10 -1.38 2.13 1.48
H11 -2.27 2.59 0.10
H12 -2.34 5.01 0.93
H13 -1.61 4.51 2.41
H14 -3.63 3.16 2.99
H15 -4.25 3.36 1.38
H16 -4.49 5.78 1.61
H17 -3.95 5.64 3.34
H18 -5.43 4.94 2.80
H19 2.27 3.16 0.28
H20 1.28 1.94 1.02
H21 0.73 3.40 2.91
H22 1.51 4.77 2.20
H23 3.67 3.88 2.36
H24 3.06 2.21 2.58
H25 3.99 3.04 4.71
H26 2.24 2.94 4.87
H27 3.01 4.52 4.61
H28 -0.18 5.69 0.65
H29 -1.00 5.45 -0.90
H30 1.15 5.28 -2.06
H31 2.11 5.30 -0.66
H32 0.28 7.61 -1.65
H33 2.00 7.47 -1.97
H34 1.39 9.05 -0.08
H35 2.57 7.79 0.35
H36 0.96 7.60 0.88
C17 0.92 -5.83 -1.59
C18 2.27 -5.09 -1.47
C19 2.07 -3.61 -1.21
C20 3.41 -2.87 -1.03
P2 3.21 -1.20 -0.38
C21 2.24 -0.23 -1.54
C22 2.71 -0.40 -3.00
C23 1.81 0.35 -3.95
C24 2.14 0.01 -5.41
C25 4.85 -0.54 -0.12
C26 4.85 0.85 0.49
C27 6.24 1.44 0.67
C28 6.18 2.72 1.48
C29 2.46 -1.29 1.25
C30 3.27 -2.05 2.28
C31 2.70 -1.84 3.69
C32 2.99 -0.46 4.26
H37 0.24 -5.26 -2.23
H38 0.50 -5.93 -0.59
H39 1.05 -6.81 -2.04
H40 2.84 -5.24 -2.39
H41 2.85 -5.53 -0.65
H42 1.49 -3.45 -0.29
H43 1.54 -3.16 -2.05
H44 3.93 -2.82 -1.98
H45 4.01 -3.42 -0.30
H46 2.23 0.80 -1.18
H47 1.22 -0.63 -1.46
H48 2.76 -1.46 -3.25
H49 3.74 -0.05 -3.11
H50 1.88 1.43 -3.78
H51 0.75 0.11 -3.79
H52 1.85 -1.03 -5.58
H53 3.20 0.13 -5.59
H54 1.54 0.59 -6.11
H55 5.39 -0.53 -1.08
H56 5.52 -1.21 0.44
H57 4.42 0.83 1.50
H58 4.24 1.55 -0.10
H59 6.75 1.60 -0.29
H60 6.84 0.69 1.20
H61 7.19 3.08 1.72
H62 5.69 2.65 2.45
H63 5.66 3.50 0.92
H64 1.48 -1.75 1.06
H65 2.26 -0.27 1.59
H66 4.28 -1.63 2.33
H67 3.35 -3.12 2.07
H68 3.21 -2.57 4.33
H69 1.62 -2.01 3.75
H70 2.25 0.31 4.01
H71 3.94 -0.04 3.89
H72 3.11 -0.46 5.34
C33 -5.02 -6.60 -0.03
C34 -4.51 -5.79 1.14
C35 -4.51 -4.28 0.96
C36 -3.76 -3.84 -0.31
P3 -2.67 -2.42 -0.10
C37 -1.66 -2.61 1.37
C38 -0.90 -3.94 1.41
C39 -0.39 -4.30 2.79
C40 0.44 -5.57 2.81
C41 -1.61 -2.16 -1.53
C42 -2.38 -2.34 -2.85
C43 -1.50 -2.13 -4.07
C44 -0.47 -3.24 -4.29
C45 -3.59 -0.87 0.13
C46 -4.87 -1.05 0.95
C47 -5.50 0.32 1.24
C48 -5.93 1.09 -0.01
H73 -4.28 -6.69 -0.83
H74 -5.99 -6.26 -0.41
H75 -5.17 -7.64 0.27
H76 -3.49 -6.11 1.41
H77 -5.04 -6.08 2.05
H78 -4.10 -3.87 1.89
H79 -5.54 -3.91 0.93
H80 -4.47 -3.58 -1.10
H81 -3.14 -4.66 -0.69
H82 -2.26 -2.45 2.27
H83 -0.94 -1.78 1.24
H84 -0.07 -3.94 0.70
H85 -1.53 -4.76 1.04
H86 -1.25 -4.45 3.45
H87 0.16 -3.45 3.22
H88 -0.18 -6.43 2.54
H89 0.73 -5.79 3.84
H90 1.34 -5.52 2.20
H91 -0.76 -2.85 -1.47
H92 -1.22 -1.14 -1.42
H93 -3.19 -1.60 -2.87
H94 -2.86 -3.32 -2.88
H95 -0.92 -1.21 -3.99
H96 -2.10 -2.03 -4.97
H97 -0.03 -3.16 -5.29
H98 -0.88 -4.25 -4.27
H99 0.38 -3.18 -3.60
H100 -3.85 -0.58 -0.89
H101 -2.84 -0.20 0.56
H102 -4.66 -1.56 1.89
H103 -5.60 -1.61 0.36
H104 -4.82 0.92 1.85
H105 -6.41 0.16 1.83
H106 -5.10 1.56 -0.54
H107 -6.56 1.90 0.37
H108 -6.56 0.52 -0.69

***

3.
Below is a cluster of 2 separate species, C3H12N2O in total, with properties calculated with ωB97M-V/def2-TZVPD.

The calculation puts the molecular weight at 92.1 g/mol. Its HOMO energy is -8.990 eV. The total charge is 0.

Element x y z (Å)
N1 -0.01 1.99 -0.33
C1 0.24 1.39 0.97
C2 0.66 -0.06 0.78
N2 -0.29 -0.88 0.04
C3 0.08 -2.29 0.19
H1 0.73 1.76 -0.98
H2 -0.12 2.99 -0.26
H3 -0.69 1.46 1.54
H4 1.03 1.88 1.55
H5 0.93 -0.53 1.74
H6 1.60 0.02 0.21
H7 -1.21 -0.76 0.44
H8 -0.12 -2.86 -0.71
H9 -0.38 -2.73 1.08
H10 1.16 -2.40 0.29
H11 -0.71 0.21 -1.61
H12 -1.79 0.75 -2.46
O1 -1.10 0.06 -2.50

***

> The highest total charge belongs to which entry?

C17H16Cl2IrN6S2

***

> What is the formula in the first record?

C17H16Cl2IrN6S2

***

> Among the records above, which one has the highest molecular weight?

C48H108FP3